[1]
# C3H6O2PS

The ion C3H6O2PS with charge -1 at a distorted geometry (the ωB97M-V functional and the def2-TZVPD basis, OMol25).

## Properties
- energy relative to the best compared isomer or geometry (same formula, charge and spin) (kJ/mol) = 108.4
- charge = -1
- HOMO-LUMO gap (Eh) = 0.2720
- HOMO energy (eV) = -3.57
- SMILES = CP(C)(=O)C([O-])=S
- total energy (eV) = -27429.1703

Last column: Löwdin charge in e.
Geometry (Å):
C -1.04174 0.95636 -0.96004  -0.171
P -0.16274 0.09861 0.53189  0.558
C -0.10500 -1.69648 0.15283  -0.203
O -0.89322 0.33372 1.81333  -0.429
C 1.67466 0.66548 0.34752  -1.165
O 2.53464 -0.10587 0.06336  -0.115
S 1.67501 2.29809 0.76426  0.411
H -1.96605 0.95388 -0.54792  -0.021
H -0.82535 1.99265 -0.95671  -0.004
H -0.65474 0.53858 -1.87984  0.038
H -1.14702 -2.16511 0.44655  0.084
H 0.33224 -1.97615 -0.73053  -0.004
H 0.57932 -1.89377 0.95532  0.019

[2]
# C37H48BiClN6O3S2

A structure of composition C37H48BiClN6O3S2 at a distorted geometry (the ωB97M-V functional and the def2-TZVPD basis, OMol25).

## Properties
- energy relative to the best compared isomer or geometry (same formula, charge and spin) (kJ/mol) = 56.0
- charge = +2
- HOMO-LUMO gap (Eh) = 0.2222
- HOMO energy (eV) = -12.45
- total energy (eV) = -94251.9755

Last column: Löwdin charge in e.
Geometry (Å):
Bi -1.13215 0.77194 -1.53449  1.594
C -4.07568 -1.26597 -2.90785  -0.081
C -4.67949 -0.88781 -1.65249  -0.095
C -4.24210 0.34252 -1.30303  -0.181
C -3.30313 0.82424 -2.32177  -0.406
C -3.29383 -0.25564 -3.33528  -0.151
H -4.26928 -2.18981 -3.42430  0.104
H -5.38511 -1.49283 -1.11067  0.105
H -4.54139 0.92057 -0.44897  0.096
H -3.43003 1.83560 -2.68421  0.108
H -2.72437 -0.19951 -4.24270  0.087
S -1.61229 1.98388 0.88249  0.737
C -0.41086 3.16418 0.95594  -0.617
N -0.10104 3.71389 2.12924  -0.093
C 0.75707 4.87854 2.13447  -0.096
C 1.93526 4.61994 1.21148  -0.091
N 1.44044 4.28188 -0.10801  -0.076
C 2.32711 4.55043 -1.23270  -0.106
C 3.35696 3.44813 -1.36222  -0.200
C 3.08775 2.31621 -2.12237  -0.051
C 4.01982 1.29431 -2.20686  -0.083
C 5.21996 1.38283 -1.51984  -0.077
C 5.49603 2.51017 -0.76383  -0.063
C 4.56976 3.53659 -0.68908  -0.038
C 0.30366 3.60071 -0.24250  -0.608
S -0.32124 3.25824 -1.78705  0.734
C -0.72994 3.28166 3.36181  -0.126
C -2.16459 3.74869 3.50819  -0.244
C -3.17989 2.83245 3.75146  -0.072
C -4.48064 3.26902 3.93091  -0.063
C -4.77677 4.61942 3.85353  -0.062
C -3.76841 5.53540 3.60422  -0.058
C -2.46617 5.10235 3.43401  -0.034
H 1.10426 5.07004 3.14963  0.143
H 0.20190 5.75364 1.77707  0.145
H 2.55494 3.80058 1.59631  0.145
H 2.55140 5.51701 1.13354  0.144
H 2.81646 5.50795 -1.04752  0.139
H 1.72705 4.63073 -2.13969  0.095
H 2.15377 2.23500 -2.65614  0.084
H 3.80172 0.42605 -2.80913  0.108
H 5.94750 0.58833 -1.58602  0.110
H 6.43265 2.59913 -0.23614  0.112
H 4.80428 4.42544 -0.12380  0.116
H -0.12798 3.67001 4.18793  0.140
H -0.70968 2.18792 3.38190  0.110
H -2.95125 1.77707 3.80744  0.104
H -5.26168 2.55180 4.13183  0.110
H -5.79049 4.95953 3.98857  0.113
H -3.99075 6.58923 3.55147  0.113
H -1.68248 5.82426 3.25523  0.106
Cl -0.17164 -1.12939 -6.08381  0.613
C 1.00698 -0.04175 -5.29459  -0.463
C 0.45790 0.15076 -3.89428  -0.821
O -0.44906 1.02437 -3.77117  -0.249
O 0.85657 -0.53672 -2.94298  -0.118
H 1.01553 0.89414 -5.85239  0.087
H 1.98031 -0.53070 -5.28832  0.081
C -1.64223 -5.49935 -1.89111  -0.043
C -1.67088 -5.68362 -0.37685  -0.173
N -0.34695 -5.60782 0.21610  -0.029
C 0.51775 -6.78184 0.16329  -0.164
C 1.55313 -6.70808 -0.95310  -0.051
C 0.11812 -4.50731 0.77385  -0.371
O 1.26779 -4.44494 1.25533  0.019
C -0.80771 -3.33285 0.86573  -0.131
C -1.66663 -3.22075 1.96072  0.021
C -2.49173 -2.11282 2.04518  -0.001
C -2.42790 -1.16281 1.03761  -0.163
N -1.60882 -1.27171 0.00582  -0.054
C -0.80774 -2.31970 -0.08694  -0.094
H -2.66110 -5.50051 -2.26750  0.086
H -1.10590 -6.31021 -2.37367  0.072
H -1.17938 -4.55266 -2.16567  0.075
H -2.10377 -6.65425 -0.12534  0.134
H -2.30739 -4.91291 0.06076  0.115
H -0.11849 -7.65706 0.03696  0.131
H 1.03366 -6.85249 1.12515  0.128
H 1.08119 -6.62613 -1.92733  0.068
H 2.15244 -7.61362 -0.93376  0.087
H 2.20844 -5.85221 -0.81371  0.068
H -1.69474 -4.00627 2.70338  0.140
H -3.18672 -1.98646 2.85923  0.121
H -3.06668 -0.29581 1.05077  0.065
H -0.16587 -2.33909 -0.95878  0.127
N 3.22227 -2.89336 1.78643  0.146
C 3.27156 -1.80158 0.78763  -0.148
C 2.12186 -0.81116 1.06960  -0.260
N 1.91237 0.20769 0.07086  0.038
H 4.01167 -3.53772 1.69599  0.169
H 2.30713 -3.48894 1.62865  0.083
H 3.21712 -2.51382 2.73531  0.164
H 3.15124 -2.23711 -0.20728  0.136
H 4.23740 -1.29201 0.83107  0.129
H 2.31019 -0.31644 2.02749  0.123
H 1.19443 -1.38343 1.15580  0.091
H 1.74105 -0.20470 -0.84394  0.031
H 2.72622 0.80919 -0.01626  0.057

[3]
# C3H7N5

An isolated molecule of C3H7N5 at a distorted geometry (the ωB97M-V functional and the def2-TZVPD basis, OMol25).

## Properties
- energy relative to the best compared isomer or geometry (same formula, charge and spin) (kJ/mol) = 181.6
- HOMO-LUMO gap (Eh) = 0.3288
- HOMO energy (eV) = -8.26
- SMILES = [H]/N=C\N/C=N\C=N/N
- total energy (eV) = -10673.1188

Last column: Löwdin charge in e.
Geometry (Å):
H -1.68675 -1.60584 -2.48642  0.044
N -0.80295 -2.06760 -2.80386  0.080
C 0.18777 -1.84160 -2.02374  -0.310
N 0.22965 -1.17687 -0.81496  0.035
C -0.65266 -0.14108 -0.50823  -0.213
N -0.61895 0.69385 0.44601  0.071
C 0.23236 0.41855 1.56205  -0.274
N 0.77146 1.30370 2.25415  -0.068
N 0.54752 2.56008 2.01683  0.012
H 1.15009 -2.29628 -2.23910  0.111
H 1.10643 -1.18102 -0.25193  0.148
H -1.44855 -0.09335 -1.25955  0.114
H 0.42686 -0.59026 1.87889  0.100
H -0.25975 2.81331 1.51284  0.069
H 0.81746 3.20441 2.71702  0.080

[4]
# C5H13N2O2S2

A structure of composition C5H13N2O2S2 at a distorted geometry (the ωB97M-V functional and the def2-TZVPD basis, OMol25).

## Properties
- energy relative to the best compared isomer or geometry (same formula, charge and spin) (kJ/mol) = 114.9
- charge = +1
- HOMO-LUMO gap (Eh) = 0.3471
- HOMO energy (eV) = -12.73
- total energy (eV) = -34131.2533

Last column: Löwdin charge in e.
Geometry (Å):
C 0.72902 -1.84952 1.69092  -0.165
C 0.19292 -2.47403 0.47200  -0.198
C 0.68809 -0.32355 1.58015  -0.144
C 0.42059 -1.48011 -0.55225  -0.143
C 0.70146 0.98770 -0.44751  -0.593
N -1.14446 1.52922 -1.15142  -0.862
N 0.44891 -0.17174 0.18252  -0.028
O 0.95140 1.99489 0.38684  0.131
O 1.08568 0.83430 -1.64532  0.091
S -2.78095 1.26262 -0.80546  0.908
S -0.98013 2.48159 -2.55589  0.791
H 0.05932 -2.04693 2.51497  0.113
H 1.75494 -2.17387 2.00131  0.143
H 0.79579 -3.39626 0.20798  0.148
H -0.86891 -2.81408 0.33882  0.139
H -0.11569 0.25502 2.16294  0.144
H 1.63047 0.20372 1.99858  0.154
H 1.29145 -1.66192 -1.22199  0.146
H -0.36319 -1.38710 -1.30948  0.123
H -2.80262 0.14668 0.07351  -0.003
H 1.47127 2.81581 0.09942  0.200
H 0.67540 1.47642 -2.31157  0.031
H -3.02291 2.13384 0.34252  0.016
H -0.81783 3.65730 -2.05159  -0.139